Entry 1:
{"formula": "H6O3", "method": "ωB97M-V with the def2-TZVPD basis set", "e_tot_ev": -6239.800, "lumo_ev": 0.7, "smiles": "O.O.O", "homo_lumo_gap_ev": 11.65, "e_above_lowest_kcal_mol": 10.44, "species": ["H", "H", "O", "O", "H", "H", "H", "O", "H"], "xyz": [[-1.1590, -0.8070, -0.2716], [1.9400, 0.7400, -0.4216], [-1.6390, -1.0570, -1.0326], [0.0290, -0.4190, 1.0144], [-1.7970, -1.9960, -0.8456], [-0.4470, -0.2590, 1.8124], [0.3970, 0.3980, 0.8154], [1.6620, 1.6410, -0.1926], [1.0140, 1.7590, -0.8786]]}



Entry 2:
{"formula": "C25H44O2P2Sn", "method": "ωB97M-V with the def2-TZVPD basis set", "e_tot_ev": -55121.688, "lumo_ev": [-7.5, -8.6], "homo_lumo_gap_ev": [5.88, 4.81], "total_charge": 2, "e_above_lowest_kcal_mol": 71.01, "species": ["H", "H", "C", "H", "H", "C", "H", "H", "H", "H", "H", "H", "H", "C", "H", "C", "H", "C", "C", "H", "C", "C", "H", "H", "H", "O", "H", "H", "H", "H", "C", "H", "H", "H", "C", "C", "P", "H", "H", "C", "H", "H", "C", "H", "H", "C", "C", "H", "H", "H", "H", "O", "H", "C", "H", "C", "P", "C", "C", "H", "C", "C", "H", "C", "H", "H", "C", "C", "C", "H", "Sn", "H", "H", "H"], "xyz": [[1.6907, -0.6300, -9.0286], [1.9375, -3.1835, 0.4552], [2.2184, 1.5607, 0.6933], [-3.5723, -0.4011, 0.8551], [4.4823, 2.8443, 0.4710], [-1.2774, -2.0001, 0.8794], [2.6354, -1.8844, 2.1763], [-3.0646, 0.7320, -3.4235], [4.3679, 1.6960, 1.8829], [-1.2858, 3.6733, -5.8520], [-0.2688, 2.5306, -3.9091], [-3.5953, -0.9139, 2.5267], [-0.1084, 0.2937, 4.3988], [-0.3677, 3.2338, -6.2584], [2.0222, -2.2388, -8.2936], [-2.2463, 0.4800, -2.7265], [0.5189, 3.7168, -5.8309], [0.0514, -0.6897, -3.2417], [-1.6277, -0.8894, 1.6639], [2.2221, -0.4144, 3.1140], [-2.1736, -2.8047, 0.0058], [1.1923, -0.0265, -3.0519], [0.0940, -1.7992, -3.1696], [0.7849, 3.3846, -2.7373], [-1.2403, 1.5940, -8.0975], [2.0723, 2.6146, 1.2604], [1.8529, 1.7467, -4.1162], [4.0864, 0.8201, -6.9882], [-0.4282, 2.7422, -0.8900], [-2.4119, -3.7569, 0.5075], [-1.8738, 1.6004, -1.8556], [3.3048, 0.3119, -8.5302], [-0.3539, 3.3038, -7.3585], [-1.0149, 0.5734, -4.5271], [-1.5159, 0.9306, -7.2628], [1.4404, 1.4280, -3.1329], [-0.3169, 1.4366, -5.9529], [0.7644, 1.0468, -7.9746], [-2.6092, -0.2914, -2.0091], [-0.5353, -0.5227, 2.4721], [-1.7020, -3.0733, -0.9544], [0.3621, -1.5322, -8.1976], [-3.0087, -0.3342, 1.7935], [1.8511, 1.9529, -6.8600], [0.3111, 1.3699, 3.0590], [0.8678, -3.4429, 0.5410], [1.4367, -1.3167, -8.2003], [-3.1497, -2.3318, -0.1753], [-1.3687, -0.1195, -7.5580], [0.8203, -4.3631, 1.1383], [-2.5421, 1.1279, -6.9437], [3.4186, 1.1268, 0.1597], [0.5074, -3.7174, -0.4615], [0.0718, -2.3473, 1.1644], [-1.7943, -0.9876, -4.1667], [1.1776, 1.0845, -6.9453], [2.0340, -0.5334, -6.5822], [-1.2251, -0.1704, -3.7077], [0.2425, 2.4472, -2.9406], [-1.4182, 1.0892, 3.5575], [3.5749, 0.0025, -7.5046], [4.5118, 1.7932, 0.7936], [2.0906, -0.6211, -2.7273], [0.5450, -1.4193, 2.1963], [5.3685, 1.2252, 0.4041], [1.9426, -2.0449, 3.7595], [-0.7046, 2.2644, -1.8344], [1.8878, -1.4293, 2.8463], [-0.4332, 0.6221, 3.4008], [2.1891, 1.6648, -2.3370], [1.5379, -0.5785, 0.0550], [-3.0099, 0.7050, 2.1423], [-2.5948, 1.7851, -1.0410], [4.2077, -0.8928, -7.5468]]}



Entry 3:
{"formula": "C3H7NOS", "method": "ωB97M-V with the def2-TZVPD basis set", "e_tot_ev": -17595.219, "lumo_ev": 0.9, "smiles": "O/N=C\\CCS", "homo_lumo_gap_ev": 9.83, "e_above_lowest_kcal_mol": 62.51, "species": ["H", "H", "H", "C", "C", "H", "S", "O", "C", "H", "N", "H", "H"], "xyz": [[1.4142, 2.0578, 0.8850], [-1.0670, 2.0713, 0.6767], [-1.6481, -0.3322, 0.8144], [-0.6350, -0.1254, 0.4750], [-0.5696, 1.4062, -0.0502], [-1.0869, 1.4819, -0.9806], [1.0413, 2.0589, -0.4235], [1.5758, -1.5986, 0.0482], [-0.4643, -1.1458, -0.6311], [0.1139, -0.2979, 1.2970], [0.5405, -1.9350, -0.8197], [-1.3815, -1.2881, -1.2069], [2.1668, -2.3530, -0.0843]]}



Entry 4:
{"formula": "C20H43OP3ScSe", "method": "ωB97M-V with the def2-TZVPD basis set", "e_tot_ev": -137371.226, "lumo_ev": [-13.1, -13.4], "homo_lumo_gap_ev": [2.69, 2.39], "total_charge": 3, "e_above_lowest_kcal_mol": 0.00, "species": ["H", "H", "H", "H", "H", "H", "H", "C", "H", "H", "H", "H", "H", "C", "C", "C", "H", "C", "C", "H", "H", "C", "C", "H", "P", "C", "H", "H", "H", "H", "H", "H", "H", "C", "H", "H", "C", "C", "H", "P", "C", "Se", "H", "H", "H", "H", "C", "H", "C", "H", "H", "H", "H", "H", "H", "H", "C", "C", "C", "H", "Sc", "H", "H", "C", "H", "O", "P", "H", "C"], "xyz": [[3.7016, 0.6400, -3.2941], [2.2983, 3.1841, 2.0660], [3.3406, -4.4588, -0.8748], [2.7856, 1.3564, 3.5390], [-2.0921, 2.1455, 0.7052], [-1.3639, 1.4535, 3.1439], [-0.5128, 2.9945, 3.5358], [1.8167, -1.5811, 3.6363], [-1.3819, 3.7932, 0.8736], [0.8359, -5.1081, -0.9175], [1.1074, -0.9330, 4.1732], [4.0785, 1.2011, 2.2954], [-2.0281, -0.4335, -1.1855], [-4.1574, -0.2509, -1.2740], [3.4740, 0.6583, 3.0379], [4.0177, 1.7796, -0.5324], [2.4551, 2.8189, -2.8361], [-5.3509, -0.7098, 0.7668], [1.6690, -3.1688, -1.0962], [4.5838, -1.9212, 2.5447], [3.1891, -3.7202, -2.4705], [-7.7601, 0.6929, -4.3997], [-2.9220, -0.8494, 0.7411], [3.4435, -2.8076, 1.4808], [2.5147, -0.6716, 2.1972], [3.2037, -0.0084, -2.5631], [1.2791, 3.1027, -1.5052], [-0.2207, 0.3800, -1.2623], [4.6670, 1.0081, -0.0970], [4.5622, 2.2931, -1.3334], [2.6195, -1.8977, 4.3208], [0.9014, 4.2970, 2.0469], [3.9324, -0.7320, -2.1710], [-4.1472, -0.9024, 1.4321], [-8.3249, 0.7097, -2.3443], [3.7763, -2.7352, -1.0930], [1.7161, 2.3475, -2.1747], [1.3935, 3.4723, 1.5185], [-4.1554, 0.0324, -2.3206], [0.2327, 2.0620, 1.4365], [-0.3981, 1.9764, 3.1433], [-1.3298, -1.3203, 1.6436], [1.6775, 3.8037, 0.5135], [0.6629, -4.3736, -2.5188], [0.9100, 1.9107, -2.7786], [3.7544, 2.5049, 0.2486], [-2.9471, -0.5001, -0.6232], [-8.0501, -0.9796, -3.1098], [-1.2009, 2.7651, 0.5273], [2.3952, -0.5572, -3.0678], [-4.1527, -1.1323, 2.5018], [-6.3206, -0.2348, -1.1327], [4.1417, 0.2094, 3.7876], [-7.5133, 0.0976, -5.2865], [-0.3913, -3.8083, -1.1666], [0.3019, 1.4196, 3.7802], [3.0803, -3.5223, -1.3922], [3.8666, -1.8185, 1.7167], [0.6153, -4.1654, -1.4399], [1.2795, -2.4682, 3.2633], [0.6552, -0.3217, 0.1864], [-7.7750, 1.7827, -4.5176], [-6.2943, -0.8200, 1.3088], [-5.3760, -0.3807, -0.5972], [-0.9868, 2.7645, -0.5506], [1.3603, -2.0531, -0.5724], [2.5187, 0.9996, -1.2245], [4.3885, -1.4225, 0.8318], [-8.0499, 0.1111, -3.2208]]}



Entry 5:
{"formula": "C3H7ClSi", "method": "ωB97M-V with the def2-TZVPD basis set", "e_tot_ev": -23622.519, "lumo_ev": 1.0, "smiles": "[SiH3][C@@H]1C[C@H]1Cl", "homo_lumo_gap_ev": 11.12, "e_above_lowest_kcal_mol": 46.24, "species": ["H", "H", "C", "H", "C", "Cl", "H", "H", "H", "Si", "C", "H"], "xyz": [[1.0123, 0.4306, 2.5179], [-0.1005, 2.0415, 1.2129], [0.7367, 0.1230, -1.1653], [-1.4552, 0.2952, -1.0583], [-0.6684, -0.4056, -1.0863], [-1.1664, -2.0480, -1.7295], [-1.4314, 0.2079, 2.1504], [0.8622, 1.0996, -1.2941], [0.4615, -1.4957, 0.3648], [-0.0418, 0.6662, 1.6467], [0.2079, -0.3874, 0.1242], [1.5832, -0.5272, -1.6836]]}



Entry 6:
{"formula": "C4H8F2P", "method": "ωB97M-V with the def2-TZVPD basis set", "e_tot_ev": -18991.551, "lumo_ev": -7.5, "homo_lumo_gap_ev": 8.09, "total_charge": 1, "e_above_lowest_kcal_mol": 53.36, "species": ["C", "F", "H", "H", "P", "H", "H", "C", "H", "F", "C", "C", "H", "H", "H"], "xyz": [[-3.3906, -0.3401, -0.4589], [-4.3705, 0.6011, -0.2812], [-3.2132, -0.5672, -1.5777], [-2.5160, 1.2584, 0.3317], [-0.6141, -0.2472, 0.7804], [2.0105, -1.2867, 0.1059], [2.5898, 0.3548, 1.0173], [0.8027, 0.3921, -0.2499], [2.9501, 0.1397, -0.5573], [-0.3829, -1.8770, 0.2726], [2.1194, -0.1851, 0.1863], [-2.1483, 0.2527, 0.1156], [-3.5637, -1.1981, 0.1780], [0.5976, 0.0932, -1.3220], [0.6846, 1.5373, -0.0898]]}